No. 1
Density functional theory data (the ωB97M-V functional and the def2-TZVPD basis) for the ion C3H7N2O with charge +1 at a distorted geometry.

The frontier orbital gap is 10.57 eV. Its structure (SMILES) is NC(=O)CC=[NH2+]. Its LUMO energy is -4.772 eV. Its total charge is +1. As for the energy relative to the best compared isomer or geometry (same formula, charge and spin): 0.804 eV.

Geometry (Å):
C 0.39 -0.24 -0.35
H 1.55 -0.01 -0.27
N -0.94 1.81 -0.44
H 0.54 -2.46 0.97
C -0.07 -0.53 1.09
O -0.65 0.42 1.70
H 0.37 -1.04 -1.01
C -0.22 0.90 -1.04
H 0.15 0.92 -2.04
N 0.00 -1.81 1.50
H -1.44 2.54 -0.90
H -0.16 -2.09 2.48
H -0.88 1.48 0.65

List of natural (NBO) charges in e, atom by atom: -0.6022, 0.3105, -0.6096, 0.4110, 0.6970, -0.6145, 0.2732, 0.2947, 0.2289, -0.7535, 0.4474, 0.4418, 0.4754


No. 2
Density functional theory data (the ωB97M-V functional and the def2-TZVPD basis) for a cluster of 2 separate species, C3H7N2O in total at a distorted geometry.

The frontier orbital gap is 10.59 eV. Its LUMO energy is -3.758 eV. Its total charge is +1. As for the energy relative to the best compared isomer or geometry (same formula, charge and spin): 1.375 eV.

Geometry (Å):
H 1.14 -1.21 -1.12
O 2.17 1.16 1.93
H 1.84 1.61 2.72
H -2.56 0.30 -1.47
C 0.06 -0.50 0.46
N -1.26 -0.05 0.32
H -0.71 -0.73 -2.82
C -1.67 -0.01 -0.98
H -1.89 -0.03 1.08
H 0.74 -0.51 1.26
N 0.42 -0.61 -0.85
H 3.11 1.67 1.95
C -0.56 -0.45 -1.72

List of natural (NBO) charges in e, atom by atom: 0.4432, -0.9676, 0.4773, 0.2679, 0.2284, -0.4381, 0.2831, -0.0396, 0.4466, 0.2839, -0.4396, 0.4964, -0.0420


No. 3
Density functional theory data (the ωB97M-V functional and the def2-TZVPD basis) for a cluster of 2 separate species, C3H7N2O2 in total at a distorted geometry.

As for the spin multiplicity: 2. The frontier orbital gap (spin up / spin down) is 2.54 / 7.53 eV. Its LUMO energy (spin up / spin down) is 6.686 / 6.625 eV. Its total charge is -2. As for the energy relative to the best compared isomer or geometry (same formula, charge and spin): 0.338 eV.

Geometry (Å):
C -0.51 -1.40 -0.75
N -0.22 1.53 -0.79
H 0.13 1.26 0.14
C -0.99 0.76 -1.57
O 0.94 0.83 1.65
H -1.24 1.27 -2.51
H 0.34 -1.66 -1.40
C 1.27 -0.09 2.43
H -0.09 -1.10 0.22
O 1.34 -0.03 3.68
H -0.07 2.49 -1.09
N -1.38 -0.46 -1.41
H -1.07 -2.32 -0.53
H 1.54 -1.06 1.95

List of natural (NBO) charges in e, atom by atom: -0.4625, -0.9041, 0.4403, -0.2209, -0.8150, 0.0219, 0.1599, 0.6291, 0.1793, -0.7973, 0.2738, -0.6580, 0.1525, 0.0008


No. 4
Density functional theory data (the ωB97M-V functional and the def2-TZVPD basis) for a cluster of 2 separate species, C3H7N2O2P in total at a distorted geometry.

The frontier orbital gap is 9.81 eV. Its structure (SMILES) is N[P@@H](=O)O.C=CC#N. Its LUMO energy is 0.273 eV. As for the energy relative to the best compared isomer or geometry (same formula, charge and spin): 0.633 eV.

Geometry (Å):
H 4.64 0.63 0.63
C 2.59 0.52 -0.15
H 2.64 1.26 -0.85
O -3.37 0.21 0.98
N -2.14 -0.72 -1.20
P -1.91 0.00 0.28
H 3.56 -0.57 1.27
H -1.55 -0.61 -2.08
C 1.41 -0.20 -0.14
H -3.01 -1.30 -1.43
O -1.26 1.36 0.14
H -3.97 0.80 0.60
H -1.68 -0.81 1.35
N 0.42 -0.75 0.04
C 3.63 0.18 0.55

List of natural (NBO) charges in e, atom by atom: 0.2123, -0.3243, 0.2362, -1.0031, -1.2482, 2.0909, 0.1940, 0.4342, 0.3354, 0.4151, -1.1071, 0.4926, -0.1018, -0.3658, -0.2605


No. 5
Density functional theory data (the ωB97M-V functional and the def2-TZVPD basis) for a structure of composition C3H7N2O2S at a distorted geometry.

The frontier orbital gap is 6.99 eV. Its LUMO energy is 3.735 eV. Its total charge is -1. As for the energy relative to the best compared isomer or geometry (same formula, charge and spin): 3.235 eV.

Geometry (Å):
N -0.96 0.65 -0.87
H -2.08 -1.56 -0.57
H -0.36 1.86 -2.03
O -2.58 -0.13 2.34
H 0.32 -1.31 -0.01
H 0.94 0.90 -1.82
C -2.06 -0.46 1.28
H -0.49 1.20 1.39
H 0.71 -1.18 1.72
O -2.49 -1.47 0.50
S -1.12 -0.85 -1.75
H 1.32 -0.04 0.59
C 0.48 -0.64 0.74
N 0.17 1.34 -1.37
C -0.76 0.17 0.82

List of natural (NBO) charges in e, atom by atom: -0.4139, 0.3948, 0.3565, -0.6430, 0.2347, 0.3307, 0.7664, 0.2052, 0.1869, -0.7663, -0.3575, 0.2020, -0.6431, -0.7108, -0.1426


No. 6
Density functional theory data (the ωB97M-V functional and the def2-TZVPD basis) for the ion C3H7N2O3 with charge +1 at a distorted geometry.

The frontier orbital gap is 9.59 eV. Its structure (SMILES) is CO/C([NH3+])=C\[N+](=O)[O-]. Its LUMO energy is -4.793 eV. Its total charge is +1. As for the energy relative to the best compared isomer or geometry (same formula, charge and spin): 5.344 eV.

Geometry (Å):
H 1.62 1.91 -0.32
O 3.63 0.57 -0.51
H -0.10 -2.83 0.40
O -0.37 -0.75 0.11
H -0.53 2.33 0.41
O 2.65 -0.90 0.71
H 0.11 -2.42 -1.26
N 2.72 0.13 0.12
H -1.35 1.12 1.25
C 1.55 0.96 0.05
H -1.34 1.38 -0.58
N -0.89 1.40 0.30
C 0.26 -2.00 -0.21
C 0.20 0.41 0.13
H 1.28 -2.04 0.15

List of natural (NBO) charges in e, atom by atom: 0.2312, -0.3121, 0.2333, -0.4553, 0.4545, -0.3729, 0.2342, 0.5181, 0.4934, -0.2295, 0.4628, -0.7109, -0.3183, 0.5206, 0.2508


No. 7
Density functional theory data (the ωB97M-V functional and the def2-TZVPD basis) for the ion C3H7N2O5S with charge -1 at a distorted geometry.

The frontier orbital gap is 8.81 eV. Its structure (SMILES) is CC[C@](N)([N+](=O)[O-])S(=O)(=O)[O-]. Its LUMO energy is 3.279 eV. Its total charge is -1. As for the energy relative to the best compared isomer or geometry (same formula, charge and spin): 0.150 eV.

Geometry (Å):
O -1.31 -2.03 -1.26
O -1.64 1.64 -1.46
H -1.74 -0.92 2.06
H 1.17 -0.96 0.25
C 0.55 -0.17 -1.68
H -1.35 0.57 2.03
N -1.01 -0.36 1.81
H -0.24 0.54 -2.07
O -3.37 0.50 -0.23
H 1.49 0.41 -1.81
H 0.54 -1.12 -2.03
N -1.58 -1.61 -0.11
H 0.71 0.78 0.34
C -0.90 -0.49 0.38
C 0.43 -0.20 -0.19
O -2.48 -2.13 0.58
O -1.71 1.84 0.96
S -2.00 1.01 -0.21

List of natural (NBO) charges in e, atom by atom: -0.4173, -0.9781, 0.3718, 0.1963, -0.6428, 0.4187, -0.8568, 0.2702, -0.9992, 0.1840, 0.2152, 0.4921, 0.2368, -0.0110, -0.4152, -0.3869, -1.0296, 2.3517


No. 8
Density functional theory data (the ωB97M-V functional and the def2-TZVPD basis) for the ion C3H7N2OS with charge +1 at a distorted geometry.

The frontier orbital gap is 10.23 eV. Its structure (SMILES) is SCC1=[NH+]CON1. Its LUMO energy is -3.456 eV. Its total charge is +1. As for the energy relative to the best compared isomer or geometry (same formula, charge and spin): 3.386 eV.

Geometry (Å):
H -2.35 1.57 0.07
N -0.39 -0.14 1.38
H 2.26 0.74 0.21
O -1.75 0.18 1.36
H 2.05 -0.94 0.63
C -2.07 0.56 0.01
S 2.05 -0.62 -1.75
H -0.50 0.65 -1.59
C 0.09 0.00 0.16
H -0.07 -0.12 2.33
C 1.78 -0.19 -0.04
H 2.64 -1.90 -1.68
H -2.91 -0.10 -0.41
N -0.83 0.32 -0.68

List of natural (NBO) charges in e, atom by atom: 0.2053, -0.2597, 0.2638, -0.3232, 0.2569, 0.0873, -0.0055, 0.4630, 0.5331, 0.4561, -0.5413, 0.1943, 0.2201, -0.5501


No. 9
Density functional theory data (the ωB97M-V functional and the def2-TZVPD basis) for the ion C3H7N2S with charge +1 at a distorted geometry.

The frontier orbital gap is 9.39 eV. Its structure (SMILES) is SN1C=[NH+]CC1. Its LUMO energy is -4.573 eV. Its total charge is +1. As for the energy relative to the best compared isomer or geometry (same formula, charge and spin): 2.263 eV.

Geometry (Å):
C 1.30 -0.82 0.15
S 0.47 -0.41 2.84
H 0.98 0.90 3.28
N 0.35 -0.14 1.15
N 0.82 -0.73 -1.05
C -0.46 -0.08 -1.04
H -0.88 1.37 0.59
C -0.84 0.32 0.48
H -1.67 -0.12 0.93
H -0.60 0.75 -1.79
H -1.37 -0.72 -1.19
H 1.15 -1.08 -1.96
H 2.15 -1.32 0.55

List of natural (NBO) charges in e, atom by atom: 0.4209, 0.2448, 0.1602, -0.5413, -0.4879, -0.2751, 0.2195, -0.2047, 0.2235, 0.2549, 0.2493, 0.4727, 0.2633


No. 10
Density functional theory data (the ωB97M-V functional and the def2-TZVPD basis) for the ion C3H7N2S with charge +1 at a distorted geometry.

The frontier orbital gap is 9.47 eV. Its structure (SMILES) is S[C@H]1NC=C[NH2+]1. Its LUMO energy is -3.735 eV. Its total charge is +1. As for the energy relative to the best compared isomer or geometry (same formula, charge and spin): 2.220 eV.

Geometry (Å):
H -1.89 -1.71 1.07
H 2.91 0.12 -0.78
H -2.23 0.72 1.15
N -0.06 -1.32 -0.16
C -1.40 0.33 0.63
N -0.30 1.04 0.04
H -0.62 1.59 -0.78
S 2.28 -0.15 0.44
H 0.06 1.73 0.90
H 0.46 -2.18 -0.10
H 0.84 -0.12 -1.50
C -1.16 -1.00 0.64
C 0.74 -0.19 -0.39

List of natural (NBO) charges in e, atom by atom: 0.2678, 0.1767, 0.2580, -0.6297, -0.2172, -0.5668, 0.4494, 0.0882, 0.4715, 0.4353, 0.2423, 0.0464, -0.0219